# 1
Below is C34H42CeN6O7S as an isolated structure in a non-equilibrium geometry, with properties calculated with ωB97M-V with the def2-TZVPD basis set.

```
! wB97M-V def2-TZVPD RIJCOSX def2/J DEFGRID3
* xyz 0 1
Ce -6.468 3.596 17.134
S -9.057 4.794 16.938
O -2.564 1.724 15.936
O -7.147 2.208 15.573
O -8.211 0.773 20.179
O -4.361 2.872 16.726
O -5.242 7.057 19.921
O -7.378 4.733 12.280
O -8.037 1.216 13.782
N -5.080 3.483 14.163
N -10.693 4.025 14.969
N -6.879 3.890 19.630
N -6.949 1.383 18.369
N -5.834 5.852 18.084
N -10.598 2.576 16.738
C -5.629 -2.570 17.980
C -6.426 7.984 16.984
C -5.576 6.918 17.245
C -6.420 0.169 18.089
C -4.240 7.046 16.719
C -7.129 1.872 14.317
C -6.177 8.887 15.960
C -7.136 2.892 21.733
C -7.211 2.842 20.333
C -7.150 -0.784 17.268
C -3.660 3.033 14.429
C -11.844 2.443 18.877
C -5.037 8.862 15.215
C -7.695 8.243 17.814
C -10.178 3.711 16.188
C -5.758 6.037 19.429
C -7.468 1.585 19.628
C -4.035 7.886 15.600
C -6.360 4.987 20.280
C -10.612 5.313 14.259
C -5.159 4.736 13.452
C -5.885 2.360 13.524
C -10.525 2.273 18.162
C -6.609 5.277 13.350
C -6.586 3.963 22.385
C -6.179 5.082 21.653
C -3.484 2.483 15.813
C -5.213 -0.283 18.783
C -6.681 -2.079 17.247
C -4.271 0.693 19.288
C -3.126 6.217 17.268
C -8.349 -0.327 16.525
C -4.926 -1.646 18.810
C -11.957 6.068 14.342
H -9.799 2.960 18.578
H -8.162 0.234 15.613
H -12.054 6.960 13.722
H -12.138 6.395 15.393
H -3.625 0.228 19.985
H -7.114 5.081 14.356
H -8.838 0.395 17.170
H -5.410 -3.617 17.967
H -6.604 6.382 13.197
H -8.622 7.966 17.330
H -8.223 4.376 12.638
H -10.260 1.239 18.291
H -3.045 7.855 15.090
H -9.773 5.870 14.733
H -12.647 1.826 18.546
H -4.713 1.605 19.724
H -7.788 9.336 17.990
H -11.286 2.030 16.224
H -6.301 2.661 12.545
H -4.210 -2.111 19.482
H -4.794 4.606 12.427
H -3.082 3.942 14.234
H -7.603 7.782 18.814
H -3.120 6.330 18.353
H -12.769 5.346 14.146
H -11.298 3.377 14.501
H -9.042 -1.156 16.401
H -11.699 2.238 19.976
H -3.343 2.381 13.621
H -3.609 1.061 18.491
H -7.597 2.049 22.304
H -5.176 1.538 13.462
H -2.184 6.552 16.831
H -6.936 9.649 15.679
H -4.799 9.601 14.437
H -5.824 5.992 22.157
H -4.551 5.514 13.937
H -6.448 3.963 23.436
H -7.225 -2.772 16.615
H -10.396 5.111 13.205
H -3.319 5.138 17.218
H -12.154 3.507 18.834
*
```

Properties
- HOMO (alpha / beta) (eV) = -7.54 / -7.55
- gap between HOMO and LUMO (alpha / beta) (eV) = 5.31 / 5.37
- energy (Eh) = -3049.4252

# 2
Below is C34H42InNO4 as an isolated structure in a non-equilibrium geometry, with properties calculated with ωB97M-V with the def2-TZVPD basis set.

```
! wB97M-V def2-TZVPD RIJCOSX def2/J DEFGRID3
* xyz 0 1
In -0.719 -0.990 0.497
O 2.279 -4.566 -3.956
O -2.215 0.887 2.239
O 2.361 -1.832 -0.220
O -0.014 0.472 2.184
N -2.087 3.909 2.372
C -6.076 1.667 4.232
C 2.617 0.663 0.987
C -0.786 1.074 -2.469
C 3.396 -2.618 -2.095
C -5.332 2.264 3.082
C 3.610 -3.763 -5.921
C -3.374 3.392 2.199
C 2.689 -4.825 -5.329
C 3.011 -3.871 -1.274
C -2.234 1.014 -0.681
C -4.129 2.942 3.309
C -3.637 3.147 4.697
C 3.480 -6.142 -4.995
C -1.408 2.178 -0.562
C 0.512 2.959 5.560
C -5.867 2.235 1.800
C -0.624 2.273 -1.735
C 2.354 -3.270 -0.030
C -1.129 3.583 3.364
C -3.928 3.321 0.927
C 1.887 2.791 0.512
C -1.780 0.281 -1.835
C 2.459 2.249 -0.674
C 0.281 4.293 5.218
C -0.556 4.612 4.152
C 1.551 -5.250 -6.252
C -1.046 1.134 2.607
C 2.236 -1.729 -1.676
C 2.965 0.961 -0.358
C -0.051 1.947 4.796
C 2.011 1.820 1.533
C 3.100 -5.766 -3.579
C -5.225 2.883 0.730
C -0.768 2.237 3.634
H 4.426 -3.502 -5.228
H -6.429 2.454 4.901
H -5.745 3.000 -0.231
H 2.977 -7.014 -5.390
H 2.248 -4.362 -1.855
H -0.253 0.817 -3.384
H -0.856 5.657 3.954
H 2.904 -3.517 0.901
H -6.946 1.118 3.889
H -4.458 3.145 5.428
H 0.931 -4.385 -6.530
H 4.520 -6.061 -5.263
H 3.042 -2.851 -6.167
H 2.226 -0.689 -2.028
H -3.295 3.529 0.052
H 1.304 -3.605 0.092
H -5.446 0.991 4.813
H 2.535 2.730 -1.648
H 0.715 5.104 5.813
H 3.491 -2.788 -3.165
H -1.938 4.826 1.946
H -0.022 3.134 -2.004
H 3.981 -5.484 -2.977
H 1.268 -2.165 -1.998
H 1.467 3.788 0.639
H -3.116 0.807 -0.082
H 0.089 0.899 5.052
H 4.350 -2.255 -1.677
H 0.962 -6.038 -5.752
H 1.991 -5.671 -7.176
H 1.800 1.981 2.590
H -3.105 4.102 4.810
H 3.864 -4.519 -1.050
H 2.742 -0.287 1.484
H 2.514 -6.538 -3.055
H 4.049 -4.155 -6.860
H -1.384 2.859 0.280
H -6.818 1.702 1.642
H 3.559 0.329 -1.012
H -2.147 -0.694 -2.150
H 1.131 2.702 6.413
H -2.945 2.338 4.991
*
```

Properties
- HOMO (alpha / beta) (eV) = -7.40 / -7.35
- gap between HOMO and LUMO (alpha / beta) (eV) = 5.27 / 6.38
- energy (Eh) = -1866.3912